(1)
The following is a quantum chemistry calculation of a molecular structure, C34H35N2O5RuS, from OMol25.

## Properties
- total charge = -2
- relative energy (zero: lowest compared OMol25 entry of this formula, charge and spin) (kcal/mol) = 17.4
- 2S+1 = 2
- strongest force on any atom (eV/A) = 1.7

Cartesian coordinates (Å):
Ru: 0.49 -0.20 0.52
C: -0.24 -1.70 -8.77
C: -1.45 -2.56 -8.54
O: -2.57 -2.26 -8.86
S: -1.10 -4.15 -7.67
C: -0.81 -3.40 -6.08
C: 0.47 -3.39 -5.54
C: 0.71 -2.81 -4.31
C: -0.32 -2.19 -3.57
C: -1.61 -2.20 -4.15
C: -1.85 -2.80 -5.37
C: -0.07 -1.58 -2.32
C: 0.14 -1.05 -1.24
H: -0.52 -0.80 -9.31
H: 0.51 -2.28 -9.31
H: 0.19 -1.45 -7.80
H: 1.28 -3.85 -6.09
H: 1.70 -2.81 -3.88
H: -2.41 -1.73 -3.60
H: -2.85 -2.80 -5.78
C: -3.29 -0.21 2.20
O: -2.63 -0.37 3.45
C: -1.76 -1.44 3.52
C: -1.98 -2.62 2.82
C: -1.08 -3.67 2.92
C: 0.03 -3.53 3.73
C: 0.25 -2.36 4.44
C: -0.63 -1.28 4.33
N: -0.46 -0.09 5.01
C: 0.71 0.43 5.55
C: 2.02 0.01 5.11
C: 3.08 -0.23 5.99
C: 4.32 -0.67 5.55
C: 4.51 -0.90 4.19
C: 3.50 -0.66 3.27
C: 2.25 -0.17 3.69
O: 1.31 0.13 2.86
H: -3.69 0.81 2.20
H: -4.11 -0.92 2.09
H: -2.59 -0.33 1.37
H: -2.85 -2.70 2.18
H: -1.24 -4.57 2.34
H: 0.76 -4.33 3.80
H: 1.13 -2.26 5.05
H: -1.26 0.51 5.02
H: 0.55 1.28 6.20
H: 2.89 -0.09 7.05
H: 5.11 -0.86 6.27
H: 5.47 -1.27 3.84
H: 3.64 -0.82 2.21
C: 2.44 2.26 -0.66
C: 1.24 2.85 -1.37
C: 1.34 4.02 -2.09
C: 0.25 4.65 -2.69
C: -1.00 4.05 -2.53
C: -1.15 2.87 -1.83
C: -2.49 2.20 -1.68
C: -0.03 2.21 -1.22
N: -0.22 1.08 -0.55
H: 3.32 2.89 -0.83
H: 2.64 1.24 -0.98
H: 2.22 2.24 0.41
H: 2.33 4.47 -2.17
H: 0.37 5.57 -3.25
H: -1.88 4.50 -2.98
H: -3.27 2.76 -2.20
H: -2.76 2.08 -0.63
H: -2.45 1.18 -2.07
C: -0.68 3.95 2.78
C: -1.00 2.64 2.07
O: 0.15 1.88 1.85
H: -1.58 4.55 2.91
H: 0.04 4.52 2.19
H: -0.25 3.75 3.77
H: -1.42 2.84 1.08
H: -1.74 2.07 2.65
H: 0.59 1.51 2.66
O: 1.31 -1.63 0.78



(2)
The following is a quantum chemistry calculation of a molecular structure, C34H36AsNP2S3SbZr, from OMol25.

## Properties
- total charge = +2
- relative energy (zero: lowest compared OMol25 entry of this formula, charge and spin) (kcal/mol) = 0.0
- 2S+1 = 2
- strongest force on any atom (eV/A) = 0.6

Cartesian coordinates (Å):
Zr: -0.27 -0.34 0.00
S: 0.00 -0.55 -2.51
Sb: -2.03 -1.78 -2.00
S: -1.34 -2.54 0.20
S: -2.20 0.58 -1.30
C: 2.46 -2.92 2.85
N: 1.77 -1.91 2.02
P: 0.52 -0.90 2.58
C: -0.50 -1.82 3.75
C: -1.84 -2.07 3.50
C: -2.62 -2.73 4.43
C: -2.06 -3.16 5.63
C: -0.72 -2.89 5.90
C: 0.05 -2.21 4.98
C: 1.23 0.40 3.62
C: 0.35 1.36 4.10
C: 0.81 2.39 4.91
C: 2.16 2.46 5.24
C: 3.04 1.50 4.77
C: 2.58 0.47 3.95
P: 2.10 -1.66 0.36
C: 3.58 -0.63 0.21
C: 4.55 -0.54 1.21
C: 5.68 0.24 1.03
C: 5.85 0.94 -0.16
C: 4.90 0.84 -1.17
C: 3.77 0.06 -0.98
C: 2.61 -3.23 -0.37
C: 3.96 -3.60 -0.34
C: 4.37 -4.80 -0.89
C: 3.43 -5.64 -1.48
C: 2.09 -5.28 -1.53
C: 1.69 -4.08 -0.97
H: 2.85 -2.48 3.77
H: 3.29 -3.34 2.29
H: 1.77 -3.73 3.10
H: -2.30 -1.74 2.58
H: -3.67 -2.91 4.23
H: -2.67 -3.68 6.36
H: -0.29 -3.21 6.84
H: 1.08 -1.98 5.23
H: -0.71 1.30 3.88
H: 0.12 3.13 5.29
H: 2.52 3.25 5.88
H: 4.09 1.55 5.03
H: 3.28 -0.25 3.57
H: 4.43 -1.10 2.13
H: 6.43 0.31 1.81
H: 6.73 1.55 -0.31
H: 5.05 1.37 -2.10
H: 3.04 -0.03 -1.79
H: 4.71 -2.93 0.08
H: 5.41 -5.08 -0.86
H: 3.75 -6.58 -1.92
H: 1.37 -5.93 -2.00
H: 0.64 -3.81 -0.99
C: 2.59 2.66 1.36
As: 1.01 2.19 0.35
C: 1.46 2.86 -1.41
C: -0.34 3.49 0.97
C: 0.17 4.90 0.92
C: 0.85 5.44 2.01
C: 1.34 6.74 1.96
C: 1.16 7.51 0.82
C: 0.47 6.98 -0.27
C: -0.02 5.69 -0.21
H: 2.84 3.69 1.09
H: 3.41 2.00 1.09
H: 2.39 2.60 2.43
H: 1.73 3.91 -1.31
H: 0.62 2.76 -2.09
H: 2.31 2.30 -1.80
H: -0.60 3.19 1.98
H: -1.22 3.36 0.33
H: 0.99 4.85 2.91
H: 1.86 7.15 2.81
H: 1.53 8.52 0.78
H: 0.30 7.59 -1.15
H: -0.58 5.29 -1.06



(3)
The following is a quantum chemistry calculation of 4 unconnected molecules or ions with the total composition C34H36BF6I2N4O11, from OMol25.

## Properties
- total charge = +1
- strongest force on any atom (eV/A) = 2.1
- DFT total energy (a.u.) = -3582.800308

Cartesian coordinates (Å):
C: 3.29 -4.62 -1.23
O: 2.89 -3.51 -2.08
B: 3.37 -2.28 -1.73
O: 4.70 -1.99 -1.94
C: 2.35 -1.20 -1.07
C: 2.57 -1.28 0.44
C: 4.02 -1.09 0.91
C: 4.71 -2.36 1.40
I: 3.81 -3.18 3.14
C: 2.24 0.16 -1.77
C: 3.37 1.17 -1.66
C: 2.80 2.55 -1.28
C: 2.31 2.57 0.16
I: 3.83 3.17 1.53
C: 1.73 -0.31 -3.16
C: 0.70 -1.30 -2.67
N: 1.00 -1.74 -1.52
C: 0.12 -2.65 -0.78
O: 0.26 -3.84 -0.73
C: -1.07 -1.95 -0.04
F: -1.19 -2.53 1.16
F: -0.74 -0.64 0.10
C: -2.38 -2.04 -0.87
F: -2.23 -1.14 -1.90
F: -2.49 -3.26 -1.43
C: -3.69 -1.65 -0.15
F: -4.68 -2.06 -0.99
F: -3.85 -2.29 1.01
C: -3.85 -0.12 0.04
O: -3.15 0.49 0.81
O: -4.80 0.47 -0.71
H: 4.33 -4.88 -1.39
H: 2.67 -5.46 -1.51
H: 3.09 -4.38 -0.20
H: 4.84 -1.50 -2.75
H: 2.23 -2.25 0.82
H: 1.95 -0.54 0.94
H: 4.68 -0.63 0.18
H: 3.99 -0.41 1.76
H: 5.72 -2.11 1.66
H: 4.78 -3.10 0.62
H: 1.32 0.57 -1.34
H: 3.84 1.27 -2.63
H: 4.08 0.91 -0.89
H: 3.55 3.32 -1.44
H: 1.93 2.73 -1.91
H: 1.98 1.59 0.48
H: 1.45 3.23 0.24
H: 1.15 0.50 -3.57
H: 2.45 -0.67 -3.88
H: -0.19 -1.58 -3.22
H: -5.67 0.10 -0.51
C: -2.75 -6.23 -1.21
C: -2.07 -7.43 -1.35
C: -2.54 -8.57 -0.72
C: -3.69 -8.49 0.03
C: -4.39 -7.31 0.19
C: -3.91 -6.17 -0.44
N: -4.21 -9.71 0.68
O: -3.57 -10.73 0.54
O: -5.24 -9.61 1.31
H: -2.38 -5.35 -1.70
H: -1.17 -7.47 -1.94
H: -2.01 -9.51 -0.83
H: -5.28 -7.27 0.78
H: -4.44 -5.23 -0.33
C: -6.97 3.04 -0.18
C: -8.34 3.12 -0.01
C: -9.07 4.05 -0.73
C: -8.41 4.88 -1.62
C: -7.04 4.81 -1.80
C: -6.32 3.88 -1.07
N: -9.19 5.85 -2.40
O: -10.38 5.90 -2.21
O: -8.58 6.54 -3.20
H: -6.40 2.31 0.38
H: -8.85 2.47 0.69
H: -10.14 4.13 -0.60
H: -6.54 5.47 -2.49
H: -5.25 3.81 -1.20
C: 7.19 8.79 3.45
C: 7.73 7.55 3.12
C: 7.14 6.39 3.58
C: 6.00 6.48 4.37
C: 5.45 7.70 4.71
C: 6.05 8.86 4.24
N: 5.36 5.25 4.84
O: 5.87 4.19 4.55
O: 4.35 5.36 5.50
H: 7.65 9.69 3.08
H: 8.62 7.49 2.50
H: 7.56 5.42 3.33
H: 4.57 7.76 5.32
H: 5.63 9.82 4.50